DFT (ωB97M-V with the def2-TZVPD basis set) results for a molecular structure, H11LiO6 in a non-equilibrium geometry.

Each line ends with the natural charge from an NBO analysis.
Element x y z (Å)
Li  -1.3216  -1.3953  -0.7798  0.970
O  -0.1825  0.0555  0.0682  -1.128
H  -0.8834  0.7783  0.2304  0.451
O  1.0786  -2.0493  -2.4108  -0.962
H  1.0012  -1.1955  -2.3131  0.474
H  1.4751  -2.3679  -3.1914  0.483
O  0.5150  1.6774  1.6303  -0.982
H  -0.0309  1.2005  0.8155  0.437
H  0.8895  0.9764  2.0971  0.442
O  0.4407  -1.7046  0.9329  -1.030
H  0.6301  -1.4545  1.8049  0.448
H  0.1670  -0.8809  0.5224  0.423
O  0.7134  0.8404  -2.3024  -0.983
H  1.6330  1.1779  -2.1063  0.479
H  0.4184  0.5294  -1.4740  0.482
O  -2.2519  1.6183  1.9386  -0.918
H  -2.6757  1.3026  2.6944  0.462
H  -1.6161  0.8913  1.8432  0.453

The value obtained for the energy relative to the best compared isomer or geometry (same formula, charge and spin) is 87.78 kcal per mole. The calculation puts the frontier orbital gap at 8.824 eV.


DFT (ωB97M-V with the def2-TZVPD basis set) results for a molecular structure, H11LiO6 in a non-equilibrium geometry.

Each line ends with the natural charge from an NBO analysis.
Element x y z (Å)
Li  -1.2117  2.0683  -1.2677  0.981
O  -0.4607  0.2903  -0.8547  -1.264
H  0.3143  0.0403  -0.9967  0.441
O  1.0243  1.0703  1.2843  -0.978
H  0.4323  1.0163  0.3293  0.465
H  0.3373  1.3273  1.8793  0.477
O  2.9723  1.9313  0.5403  -0.951
H  2.7833  2.7173  0.1713  0.432
H  2.1473  1.4443  0.5043  0.466
O  -1.5177  -1.6687  -2.4177  -0.959
H  -0.6227  -1.9097  -2.4757  0.453
H  -1.4527  -0.8467  -1.8167  0.481
O  -2.3607  -0.7577  0.5943  -0.993
H  -1.7107  -0.2067  0.0453  0.486
H  -2.0537  -0.8507  1.5013  0.464
O  0.6523  -2.0567  0.8553  -0.973
H  0.3923  -2.2187  1.7873  0.491
H  0.3353  -1.3897  0.3373  0.479

The value obtained for the energy relative to the best compared isomer or geometry (same formula, charge and spin) is 71.68 kcal per mole. The calculation puts the frontier orbital gap at 8.196 eV.


DFT (ωB97M-V with the def2-TZVPD basis set) results for 5 unconnected molecules or ions with the total composition H11NO4 in a non-equilibrium geometry.

Each line ends with the natural charge from an NBO analysis.
Element x y z (Å)
N  2.6147  -2.2510  -0.7737  -1.067
H  3.3226  -2.7047  -0.1832  0.357
H  3.2738  -1.9573  -1.5063  0.358
H  2.2313  -3.0685  -1.2325  0.357
O  1.0734  -0.0540  -2.1102  -0.970
H  1.5514  -0.4008  -1.3523  0.496
H  0.1637  -0.3509  -2.0390  0.471
O  -3.7482  -0.1179  1.9881  -0.925
H  -3.6747  -1.0443  2.2537  0.465
H  -3.1215  -0.1118  1.2506  0.460
O  -0.6316  -0.5035  3.4998  -0.932
H  -0.2182  0.1825  2.9624  0.469
H  -0.1274  -1.2928  3.2674  0.463
O  0.5124  3.2368  -2.4462  -0.947
H  0.7488  2.3006  -2.4732  0.484
H  -0.0319  3.3421  -3.2341  0.462

The value obtained for the energy relative to the best compared isomer or geometry (same formula, charge and spin) is 28.69 kcal per mole. The SMILES is N.O.O.O.O. The calculation puts the frontier orbital gap at 11.323 eV.


DFT (ωB97M-V with the def2-TZVPD basis set) results for 6 unconnected molecules or ions with the total composition H11O5S in a non-equilibrium geometry.

Each line ends with the natural charge from an NBO analysis.
Element x y z (Å)
S  1.0008  1.4318  1.4791  -1.001
H  1.3288  1.6578  0.1696  0.086
H  1.3879  0.3436  -2.3096  0.471
H  2.4537  1.3213  -2.1744  0.463
O  2.3625  0.4327  -2.4700  -0.935
H  0.1187  -0.9167  1.4321  0.493
H  0.0725  -1.6175  0.1738  0.457
O  0.0437  -1.8132  1.1412  -0.966
H  -1.0051  1.2445  -0.1335  0.514
H  -2.5486  0.8323  -0.1738  0.466
O  -1.7080  0.7321  -0.6353  -1.004
H  -4.0215  -2.1393  -2.6493  0.463
H  -3.4554  -1.0375  -1.7612  0.485
O  -4.2866  -1.2765  -2.2288  -0.948
H  2.1816  0.2536  2.8390  0.497
H  3.3839  0.6450  3.6739  0.448
O  2.6911  -0.0940  3.6275  -0.990

The value obtained for the energy relative to the best compared isomer or geometry (same formula, charge and spin) is 33.37 kcal per mole. The calculation puts the frontier orbital gap at 7.193 eV. The net charge is -1.


DFT (ωB97M-V with the def2-TZVPD basis set) results for 5 unconnected molecules or ions with the total composition H12NO4 in a non-equilibrium geometry.

Each line ends with the natural charge from an NBO analysis.
Element x y z (Å)
N  0.4835  0.2806  -0.1408  -0.912
H  1.0336  0.7889  -0.8449  0.438
H  1.0958  -0.5051  0.0759  0.468
H  0.2214  0.9299  0.5913  0.442
H  -0.3948  0.0184  -0.7104  0.467
H  -1.9826  -0.5594  -2.0877  0.491
H  -2.5880  -0.4807  -0.6917  0.520
O  -1.9244  -0.0616  -1.2880  -0.969
H  3.0382  -1.7264  1.4296  0.497
H  2.0213  -2.6976  0.9256  0.492
O  2.2570  -1.7708  0.9053  -0.968
H  -3.9928  -0.8868  1.0280  0.493
H  -3.4663  -2.2685  0.8446  0.499
O  -3.4699  -1.4144  0.4142  -0.959
H  2.8304  3.4593  0.8219  0.487
H  2.6418  3.6312  -0.7055  0.484
O  2.6316  2.9741  -0.0048  -0.970

The value obtained for the energy relative to the best compared isomer or geometry (same formula, charge and spin) is 12.50 kcal per mole. The calculation puts the frontier orbital gap at 11.994 eV. The net charge is +1.


DFT (ωB97M-V with the def2-TZVPD basis set) results for a molecular structure, H12Na5O10S in a non-equilibrium geometry.

Each line ends with the natural charge from an NBO analysis.
Element x y z (Å)
Na  0.1161  1.0485  -3.2003  0.989
Na  -1.8210  -0.9771  -1.8788  0.968
Na  -1.0082  2.2594  -0.8169  0.966
Na  0.6761  -1.4349  -2.6405  0.959
Na  -0.1954  -2.5088  0.0307  0.977
S  -0.1454  -0.0507  -0.3552  2.639
O  -0.0268  -0.0592  -1.8064  -1.248
O  0.9545  -0.8141  0.1377  -0.967
O  -0.0902  1.2751  0.1683  -0.870
O  -1.3600  -0.7295  0.0005  -1.035
O  1.7700  1.8605  0.2197  -0.985
H  2.1176  1.4601  1.0166  0.500
H  0.9398  1.4093  0.0669  0.373
O  -2.6191  0.9907  -0.4289  -1.069
H  -3.3111  1.3354  0.1355  0.548
H  -2.2685  0.2409  0.0518  0.473
O  -2.3359  -0.7204  1.7770  -0.972
H  -1.6996  -0.5647  2.4750  0.491
H  -1.8033  -0.8763  0.9971  0.402
O  -0.5183  1.4600  2.1608  -0.921
H  -0.5810  1.0344  1.3058  0.393
H  -1.4163  1.7211  2.3654  0.478
O  2.7387  -0.5301  0.8910  -0.966
H  1.9019  -0.5662  0.4277  0.401
H  2.5218  -0.7539  1.7960  0.470
O  2.2289  -2.0809  -1.7928  -1.034
H  2.1872  -1.6661  -0.9311  0.502
H  3.0478  -1.7629  -2.1728  0.539

The value obtained for the energy relative to the best compared isomer or geometry (same formula, charge and spin) is 474.24 kcal per mole. The calculation puts the frontier orbital gap at 5.686 eV. The net charge is +3.


DFT (ωB97M-V with the def2-TZVPD basis set) results for a molecular structure, H12Na5O14S2 in a non-equilibrium geometry.

Each line ends with the natural charge from an NBO analysis.
Element x y z (Å)
Na  -0.5829  -4.6727  -2.0113  0.992
Na  -6.1756  -3.0693  0.4179  0.815
Na  -0.7728  -3.2398  4.6885  0.835
Na  -2.1821  2.3917  4.3048  0.891
Na  -4.5571  1.9024  -3.1775  0.980
S  -3.3297  -7.8489  0.9914  2.576
O  -4.7138  -7.7923  0.5514  -0.987
O  -3.0043  -6.4886  1.3433  -1.103
O  -3.2440  -8.7583  2.1693  -0.957
O  -2.5507  -8.3400  -0.1351  -1.064
S  -0.6794  0.1411  -0.4584  2.626
O  -0.3814  -0.0852  0.9397  -1.136
O  -1.0311  1.5221  -0.6729  -1.166
O  0.3136  -0.2405  -1.3939  -1.093
O  -1.9154  -0.5849  -0.8411  -1.212
O  4.3511  -0.5158  2.5245  -0.937
H  4.5463  0.2533  3.0598  0.466
H  3.4028  -0.4859  2.3981  0.471
O  5.9582  0.8668  -2.3935  -0.938
H  5.0254  0.6669  -2.3147  0.472
H  6.3260  0.6358  -1.5405  0.466
O  -2.5873  5.9978  1.6153  -0.950
H  -3.3513  6.4130  1.2152  0.474
H  -2.2561  5.4043  0.9413  0.477
O  2.0587  4.5721  -2.0783  -0.942
H  2.7421  4.4811  -1.4143  0.468
H  1.2788  4.1925  -1.6735  0.474
O  1.6944  5.5964  3.3841  -0.938
H  0.8932  5.7955  2.8997  0.467
H  1.7856  6.3195  4.0046  0.471
O  1.3145  -1.6158  -5.9728  -0.930
H  1.1523  -1.5273  -5.0337  0.472
H  0.4721  -1.8872  -6.3374  0.458

The calculation puts the frontier orbital gap at 1.662 eV. The net charge is +1.


DFT (ωB97M-V with the def2-TZVPD basis set) results for a molecular structure, H12NaO6.

Each line ends with the natural charge from an NBO analysis.
Element x y z (Å)
Na  10.0681  21.1404  -30.2950  0.998
O  8.4282  17.7138  -31.7768  -0.959
H  8.3972  16.8081  -31.4686  0.482
H  8.7211  17.6481  -32.6857  0.478
O  5.8596  21.9136  -30.5940  -0.959
H  5.1936  21.2529  -30.4040  0.480
H  5.3611  22.7012  -30.8118  0.480
O  11.9786  20.7392  -25.9443  -0.951
H  12.4415  20.3550  -25.1997  0.480
H  11.8481  21.6552  -25.6990  0.471
O  5.9804  17.8942  -27.5662  -0.929
H  6.5015  18.1713  -28.3198  0.457
H  6.0480  16.9394  -27.5657  0.472
O  11.9433  25.2863  -29.1019  -0.949
H  12.2746  26.0407  -28.6147  0.481
H  11.5933  25.6584  -29.9114  0.469
O  11.0123  23.4254  -34.1177  -0.955
H  11.0022  22.9521  -34.9497  0.477
H  11.0003  24.3494  -34.3671  0.479

The value obtained for the energy relative to the best compared isomer or geometry (same formula, charge and spin) is 65.82 kcal per mole. The calculation puts the frontier orbital gap at 9.044 eV. The net charge is +1.


DFT (ωB97M-V with the def2-TZVPD basis set) results for a molecular structure, H12NaO6 in a non-equilibrium geometry.

Each line ends with the Mulliken spin population.
Element x y z (Å)
Na  -0.1659  0.0138  0.0484  -0.008
O  -1.3188  1.6025  -1.4574  0.135
H  -0.8256  2.2865  -1.9103  -0.004
H  -1.7400  1.1058  -2.1590  -0.004
O  1.1702  -1.5612  1.6199  0.206
H  2.1089  -1.3818  1.6727  -0.006
H  0.9686  -2.0258  2.4322  -0.007
O  -1.6370  -1.8742  -0.2149  0.033
H  -1.2667  -2.6969  0.1047  -0.002
H  -1.5135  -1.9078  -1.1635  -0.002
O  -1.4069  1.3969  1.6804  0.400
H  -1.3201  1.9645  2.4463  -0.010
H  -2.0792  1.8180  1.1447  -0.012
O  1.8577  1.5973  0.4548  0.300
H  2.7382  1.2650  0.2798  -0.010
H  1.9257  2.0172  1.3123  -0.010
O  0.7744  -0.8280  -2.0221  0.002
H  0.1177  -1.5045  -2.1870  0.000
H  1.6122  -1.2871  -2.0821  0.000

The expectation value of S² is 0.756. The value obtained for the energy relative to the best compared isomer or geometry (same formula, charge and spin) is 15.28 kcal per mole. Its spin multiplicity is 2. The calculation puts the frontier orbital gap (spin up / spin down) at 12.410 / 3.617 eV. The net charge is +2.


DFT (ωB97M-V with the def2-TZVPD basis set) results for a molecular structure, H12NiO6 in a non-equilibrium geometry.

Each line ends with the Mulliken spin population.
Element x y z (Å)
Ni  0.1436  -0.1040  -0.0395  1.805
O  -0.5641  1.6264  0.8547  0.031
H  -1.1685  1.8412  1.5777  0.002
H  -0.4624  2.4703  0.3483  -0.001
O  0.2514  1.0621  -1.6940  0.036
H  0.9467  1.2885  -2.2693  0.000
H  -0.5210  1.0721  -2.2298  -0.002
O  -0.0482  -1.0494  1.7880  0.028
H  0.3504  -1.8639  2.0359  0.000
H  -0.5812  -0.8338  2.6044  0.001
O  -1.8654  -0.4827  -0.3598  0.025
H  -2.5472  0.1265  -0.2557  0.001
H  -2.4119  -1.1775  -0.7599  0.001
O  0.7549  -1.8412  -0.9752  0.037
H  0.8554  -1.8820  -1.9310  -0.001
H  0.2044  -2.5753  -0.7323  -0.001
O  2.0735  0.4766  0.4580  0.041
H  2.4279  1.3509  0.1654  -0.001
H  2.1617  0.4950  1.4145  -0.002

The expectation value of S² is 2.003. The value obtained for the energy relative to the best compared isomer or geometry (same formula, charge and spin) is 9.42 kcal per mole. Its spin multiplicity is 3. The calculation puts the frontier orbital gap (spin up / spin down) at 13.007 / 12.482 eV. The net charge is +2.


| no. | E_tot (eV) |
| --- | --- |
| 1 | -12665.4632 |
| 2 | -12666.1613 |
| 3 | -9858.4749 |
| 4 | -21253.0256 |
| 5 | -9869.5126 |
| 6 | -53545.0519 |
| 7 | -72598.2846 |
| 8 | -16890.4741 |
| 9 | -16877.5007 |
| 10 | -53508.3333 |